Formula: C10H10BrF5OTeYb
Source: OMol25
Level of theory: wB97M-V/def2-TZVPD

Output
- largest force on an atom (eV/Å) = 4.04
- 2S+1 = 2
- LUMO level (spin up / spin down) (eV) = 0.47 / 0.47
- total charge = -1
- E_HOMO (spin up / spin down) (eV) = -3.4881 / -3.4888

Structure (XYZ):
```
29
Properties=species:S:1:pos:R:3:nbo_charge:R:1
C 2.17506 0.52122 0.24359 -0.40
C 2.33768 0.93484 1.59798 -0.31
C 2.53954 -0.22700 2.39655 -0.33
H 2.30073 1.96146 1.94968 0.20
C 2.42211 -1.36734 1.54634 -0.34
C 2.18148 -0.90758 0.21806 -0.37
H 2.04986 -1.53669 -0.65904 0.18
H 2.03945 1.18907 -0.60669 0.21
H 2.74485 -0.23645 3.46564 0.19
H 2.49960 -2.40844 1.84960 0.19
Yb -0.88917 0.51021 -0.53887 1.64
Br -0.44522 3.31793 -0.63326 -0.62
C -1.92743 -0.35644 -2.55929 -0.39
C -0.78425 -1.19021 -2.35016 -0.37
C 0.37716 -0.37207 -2.44805 -0.35
H -0.79295 -2.27702 -2.22736 0.25
C -0.03762 0.95733 -2.73320 -0.36
C -1.45973 0.96371 -2.81124 -0.38
H -2.06161 1.84118 -3.02109 0.26
H -2.96948 -0.69069 -2.56576 0.24
H 1.41129 -0.71663 -2.40316 0.26
H 0.61509 1.82377 -2.84595 0.27
F -1.00124 -1.01701 3.65142 -0.59
Te -2.00327 -0.19528 2.26616 3.31
F -3.44708 -1.38615 2.62423 -0.58
F -2.90110 1.13626 3.27774 -0.60
F -1.31006 -1.54138 0.99841 -0.60
F -2.98082 0.32801 0.60312 -0.62
O -0.68287 0.94140 1.71461 -1.03
```



Formula: C3H5NO4
Source: OMol25
Level of theory: wB97M-V/def2-TZVPD

Output
- SMILES = N[C@H](O)C(=O)C(=O)O
- largest force on an atom (eV/Å) = 4.58
- energy above the lowest of the compared OMol25 structures with the same formula, charge and spin (kcal per mole) = 46.1
- LUMO level (eV) = -0.53
- total charge = 0
- E_HOMO (eV) = -9.2807

Structure (XYZ):
```
13
Properties=species:S:1:pos:R:3:nbo_charge:R:1
C -1.06570 -0.14530 -0.14263 0.19
C 1.49741 0.72746 -0.05713 0.69
C 0.47877 -0.36885 -0.29873 0.44
N -1.57062 0.73857 0.88681 -0.83
O 1.15050 1.78151 0.39872 -0.56
O -1.67923 -1.33853 -0.25051 -0.67
O 2.66092 0.28317 -0.30224 -0.64
O 0.95727 -1.45314 -0.58653 -0.56
H -1.11508 0.57750 -0.94400 0.16
H 2.67126 -0.74708 -0.50641 0.54
H -1.95875 0.34109 1.63327 0.37
H -0.86270 1.43671 1.06567 0.40
H -1.16406 -1.83310 -0.89629 0.49
```



Formula: H4N3O
Source: OMol25
Level of theory: wB97M-V/def2-TZVPD

Output
- largest force on an atom (eV/Å) = 4.61
- energy above the lowest of the compared OMol25 structures with the same formula, charge and spin (kcal per mole) = 9.3
- 2S+1 = 3
- LUMO level (spin up / spin down) (eV) = 3.88 / 2.81
- total charge = -1
- E_HOMO (spin up / spin down) (eV) = 0.3401 / -1.1663

Structure (XYZ):
```
8
Properties=species:S:1:pos:R:3:nbo_charge:R:1
N -2.58255 0.58551 -0.20362 -0.69
N -2.17657 -0.46446 0.38245 -0.65
N 1.41276 -0.44450 -0.22198 -0.26
O 2.73376 0.10828 -0.00956 -0.61
H 2.46046 0.96782 0.06530 0.46
H -2.02903 1.12216 -0.77671 0.24
H -1.18345 -0.61552 0.30564 0.23
H 1.36462 -1.25930 0.45846 0.27
```



Formula: C3H2O3
Source: OMol25
Level of theory: wB97M-V/def2-TZVPD

Output
- largest force on an atom (eV/Å) = 0.83
- energy above the lowest of the compared OMol25 structures with the same formula, charge and spin (kcal per mole) = 79.0
- LUMO level (eV) = -0.83
- total charge = 0
- E_HOMO (eV) = -9.7803

Structure (XYZ):
```
8
Properties=species:S:1:pos:R:3:nbo_charge:R:1
O 1.84148 2.00630 0.00868 -0.49
C 0.92578 1.45558 0.57769 0.28
C -0.09772 0.68052 -0.17515 0.25
O 0.06740 -0.59368 0.08719 -0.50
C -0.90349 -1.41992 -0.54579 0.65
O -1.03575 -2.54322 -0.20783 -0.47
H 0.73673 1.56072 1.66962 0.12
H -1.44254 -0.84623 -1.31439 0.15
```



Formula: C11H25N3O2P
Source: OMol25
Level of theory: wB97M-V/def2-TZVPD

Output
- largest force on an atom (eV/Å) = 7.00
- energy above the lowest of the compared OMol25 structures with the same formula, charge and spin (kcal per mole) = 0.0
- LUMO level (eV) = -4.65
- total charge = +1
- E_HOMO (eV) = -11.7038

Structure (XYZ):
```
42
Properties=species:S:1:pos:R:3:nbo_charge:R:1
C -1.09417 0.51750 4.46186 -0.63
C -0.22007 -0.52171 3.52134 -0.43
C -0.22684 -0.14841 1.92076 -0.26
C -0.67698 1.40298 1.59950 -0.65
C 1.32373 -0.30758 1.37051 0.24
C 2.15884 0.54478 0.23211 -0.06
N 3.57131 -0.07635 0.20247 -0.51
C 3.60084 -1.21411 1.19891 0.07
P 4.95888 -2.45370 1.71452 1.32
O 4.29950 -3.65010 2.57041 -1.02
N 2.26997 -1.36096 1.90290 -0.52
H -0.51211 1.54946 4.46285 0.22
H -2.21584 0.61128 4.13128 0.23
H -1.00846 0.08899 5.57274 0.24
H 0.87222 -0.54927 3.99662 0.21
H -0.63114 -1.63410 3.61240 0.23
H -0.88254 -0.91555 1.28514 0.26
H -1.78473 1.65476 1.89572 0.25
H 0.09264 2.10888 2.17716 0.23
H -0.54709 1.56572 0.43195 0.24
H 1.73739 1.44814 -0.40384 0.31
H 4.38045 0.19052 -0.39978 0.47
H 5.90479 -1.81561 2.59388 0.03
H 5.52759 -3.04275 0.52956 0.02
H 2.17532 -2.09565 2.63792 0.50
C -0.33869 0.26702 -2.86913 -0.61
C -1.60645 0.45331 -2.03992 -0.08
C -2.86664 -0.16111 -2.69160 -0.08
O -3.40654 0.61017 -3.76879 -0.54
C -2.75859 0.40990 -5.01539 -0.25
N -1.78821 1.88520 -1.75994 -0.84
H -0.29242 0.94280 -3.72640 0.22
H 0.54830 0.46869 -2.25765 0.19
H -0.25910 -0.76010 -3.23893 0.21
H -1.44612 -0.06473 -1.08583 0.17
H -3.65598 -0.19485 -1.93137 0.19
H -2.69471 -1.19800 -3.00439 0.17
H -2.41776 -0.62139 -5.14485 0.17
H -1.92400 1.10516 -5.11943 0.16
H -3.47612 0.63857 -5.80961 0.20
H -2.58235 1.99628 -1.12785 0.36
H -2.10812 2.32591 -2.62782 0.37
```



Formula: C21H26Cl2F6N3OPdSbSi2
Source: OMol25
Level of theory: wB97M-V/def2-TZVPD

Output
- largest force on an atom (eV/Å) = 0.09
- energy above the lowest of the compared OMol25 structures with the same formula, charge and spin (kcal per mole) = 49.6
- 2S+1 = 4
- LUMO level (spin up / spin down) (eV) = 1.90 / -0.32
- total charge = -1
- E_HOMO (spin up / spin down) (eV) = -4.7777 / -5.8098

Structure (XYZ):
```
63
Properties=species:S:1:pos:R:3:nbo_charge:R:1
Pd -0.63854 -0.20945 -0.41339 1.00
Cl -2.10970 3.46886 -2.99019 0.06
C -0.94652 3.68481 -1.75200 -0.08
C -0.08161 4.75347 -1.79950 -0.27
C 0.88129 4.91720 -0.81592 0.08
Cl 1.89402 6.28933 -0.90609 0.08
C 0.99709 4.01018 0.28392 -0.07
C 1.97290 4.12084 1.28602 -0.11
C 1.96075 3.21958 2.31860 -0.22
C 0.96439 2.24032 2.34688 0.08
N 0.05980 2.09425 1.39827 -0.41
C 0.09548 2.93792 0.36634 0.10
C -0.86814 2.68141 -0.71956 0.55
O -1.58836 1.66807 -0.76926 -0.61
H -0.14069 5.46175 -2.61303 0.24
H 2.74184 4.87422 1.20770 0.25
H 2.72808 3.23918 3.07827 0.24
H 0.91770 1.53230 3.16722 0.20
C -3.36922 0.70979 1.79357 -1.13
Si -3.73326 -0.54325 0.45992 1.81
C -4.42002 0.22017 -1.10177 -1.13
C -5.10736 -1.63203 1.15053 -1.13
N -2.22481 -1.36208 0.07943 -0.94
C -1.92477 -2.66269 -0.02709 0.17
C -2.84440 -3.74045 0.09960 -0.28
C -2.43511 -5.03641 -0.04001 -0.20
C -1.08355 -5.34183 -0.32170 -0.23
C -0.15916 -4.34577 -0.43950 -0.26
C -0.53025 -2.97891 -0.28057 0.25
N 0.30540 -1.94363 -0.36256 -0.86
Si 2.09922 -1.85510 -0.32099 1.82
C 2.50994 -0.65963 1.04352 -1.15
C 2.74659 -1.44070 -2.01010 -1.15
C 2.87767 -3.48901 0.20465 -1.14
H -4.20507 1.40647 1.90456 0.23
H -2.46392 1.27799 1.58667 0.27
H -3.23225 0.19545 2.74866 0.23
H -5.19349 0.95357 -0.85450 0.23
H -4.87940 -0.55173 -1.72388 0.23
H -3.65198 0.73032 -1.68103 0.26
H -5.89928 -0.95707 1.49052 0.23
H -4.79175 -2.22620 2.01012 0.24
H -5.54679 -2.29583 0.40441 0.23
H -3.88307 -3.52556 0.29183 0.21
H -3.15737 -5.83855 0.04824 0.20
H -0.78446 -6.37317 -0.45971 0.21
H 0.86402 -4.58166 -0.68258 0.22
H 2.14579 0.33818 0.80848 0.26
H 3.59148 -0.60455 1.18149 0.26
H 2.05076 -0.99409 1.97902 0.22
H 2.33462 -0.49514 -2.35898 0.28
H 2.48483 -2.23010 -2.72080 0.22
H 3.83453 -1.34823 -1.97366 0.26
H 2.39885 -3.93391 1.07938 0.23
H 3.91014 -3.24811 0.47412 0.25
H 2.91899 -4.23458 -0.59137 0.22
F 0.93936 0.78521 -1.05485 -0.74
Sb 4.48136 2.00259 -0.75924 2.60
F 4.42321 2.29704 1.19769 -0.72
F 3.70989 3.80937 -0.99222 -0.73
F 6.21676 2.75230 -0.77549 -0.70
F 4.57184 1.78099 -2.69765 -0.70
F 5.26576 0.22632 -0.48042 -0.71
```



- Among the records above, which one has the highest largest force on an atom?
  C11H25N3O2P



- Which value of total charge does entry 4 give?
  0